A single C5H5NO2 molecule at a distorted geometry, computed with ωB97M-V with the def2-TZVPD basis set.

Last column: Löwdin charge in e.
Atoms and positions in Å:
C: -2.13 -0.13 0.06  -0.216
N: -1.36 -1.13 0.03  0.130
C: -0.09 -0.68 -0.11  -0.266
C: -0.15 0.63 -0.33  -0.184
O: -1.54 1.11 0.00  0.037
C: 1.17 1.27 0.12  -0.075
C: 2.25 -0.06 0.03  -0.089
O: 1.27 -1.27 0.01  -0.077
H: -3.34 -0.37 0.23  0.199
H: 0.93 1.48 1.36  0.173
H: 2.08 1.89 -0.61  0.169
H: 2.92 0.19 -0.88  0.119
H: 2.79 -0.30 0.92  0.083

Properties
E_tot in Ha: -398.56745
Structure (SMILES): c1nc2c(o1)CCO2
HOMO in eV: -8.97
Total charge: 0

=====

A gas-phase ion, C6H15N2 (charge +1) at a distorted geometry, computed with ωB97M-V with the def2-TZVPD basis set.

Last column: Löwdin charge in e.
Atoms and positions in Å:
C: 1.17 1.53 -1.80  -0.061
N: 1.48 1.01 -0.48  -0.087
C: 0.59 1.19 0.59  -0.190
N: -0.45 0.23 0.38  -0.082
C: -1.70 0.87 0.13  0.002
C: -0.35 -1.03 0.48  -0.188
C: 1.04 -1.52 0.69  0.002
C: -1.52 -2.06 0.42  0.041
H: 1.79 2.38 -2.08  0.097
H: 1.30 0.74 -2.54  0.088
H: 0.16 1.65 -1.92  0.043
H: 2.45 1.02 -0.20  0.130
H: 0.10 2.06 0.79  0.103
H: 1.19 0.94 1.55  0.179
H: -1.47 1.79 -0.38  0.093
H: -2.44 0.14 -0.35  0.126
H: -2.27 1.13 1.05  0.130
H: 1.89 -0.94 0.96  0.082
H: 1.26 -2.06 -0.18  0.100
H: 1.19 -2.20 1.48  0.093
H: -1.78 -2.45 -0.58  0.116
H: -2.40 -1.57 0.80  0.069
H: -1.25 -2.86 1.17  0.115

Properties
E_tot in Ha: -346.81509
Structure (SMILES): CNC[N+](C)=C(C)C
HOMO in eV: -13.01
Total charge: +1

=====

2 unconnected molecules or ions with the total composition C5H12N2O at a distorted geometry, computed with ωB97M-V with the def2-TZVPD basis set.

Last column: Löwdin charge in e.
Atoms and positions in Å:
O: 2.29 -1.23 1.18  -0.082
C: 2.56 -0.40 0.19  -0.239
C: 1.69 0.64 -0.22  -0.074
C: 0.52 1.12 0.54  -0.170
C: -0.83 0.22 0.41  -0.104
C: -0.67 -1.13 -0.32  -0.294
N: -0.40 -2.35 0.45  -0.018
N: -2.31 1.86 -0.92  0.007
H: 3.51 -0.53 -0.37  0.113
H: 2.07 1.29 -1.08  0.128
H: 0.28 2.15 0.24  0.102
H: 0.92 1.08 1.58  0.142
H: -1.66 0.90 -0.08  0.004
H: -1.22 0.12 1.44  0.118
H: 0.19 -1.00 -0.98  0.083
H: -1.54 -1.16 -1.01  0.112
H: 0.28 -2.35 1.27  0.089
H: 0.03 -2.98 -0.27  0.086
H: -2.86 2.60 -0.51  -0.015
H: -2.83 1.17 -1.53  0.014

Properties
E_tot in Ha: -382.18713
HOMO in eV: -7.51
Total charge: 0

=====

no.,LUMO level (eV),frontier orbital gap (eV)
1,0.70,9.67
2,-3.75,9.26
3,-3.34,4.17